C6H7NO as an isolated structure in a non-equilibrium geometry. Source: OMol25; level of theory: ωB97M-V with the def2-TZVPD basis set.

Last column: natural (NBO) charge in e.
Element x y z (Å)
C (1.955, 0.040, -0.062)  -0.634
C (0.441, -0.051, -0.077)  -0.046
C (-1.504, 0.188, 0.469)  -0.214
C (-1.579, -1.025, -0.433)  -0.210
C (-0.324, -1.024, -0.861)  -0.178
C (-0.603, 1.271, -0.308)  0.604
H (2.344, 0.656, 0.874)  0.232
H (2.314, -1.153, 0.023)  0.230
H (2.389, 0.600, -1.046)  0.241
H (0.105, 0.865, 1.754)  0.366
H (-2.360, 0.433, 1.180)  0.221
H (-2.499, -1.581, -0.463)  0.241
H (0.176, -1.611, -1.644)  0.224
N (-0.228, -0.011, 1.228)  -0.561
O (-0.628, 2.403, -0.634)  -0.516

The calculation puts the LUMO energy at 0.951 eV. The net charge is 0. The value obtained for the energy above the lowest of the compared OMol25 structures with the same formula, charge and spin is 78.1 kcal per mole. For the HOMO energy, the calculation gives -9.08 eV. The calculation puts the gap between HOMO and LUMO at 10.03 eV. As for the spin multiplicity: 1.



A 2-piece molecular cluster, C3H6Cl2Si overall in a non-equilibrium geometry. Source: OMol25; level of theory: ωB97M-V with the def2-TZVPD basis set.

Last column: natural (NBO) charge in e.
Element x y z (Å)
C (-2.394, 0.996, -0.195)  -0.522
C (-1.956, 0.245, 0.766)  -0.288
C (2.050, 0.004, -0.623)  -0.607
Si (0.652, -1.022, 0.388)  0.913
Cl (3.637, -0.844, 0.035)  -0.095
Cl (2.267, 1.733, -0.412)  0.020
H (-3.408, 1.483, -0.144)  0.215
H (-1.737, 0.877, -1.038)  0.217
H (-2.448, -0.026, 1.717)  0.178
H (1.902, -0.243, -1.724)  0.240
H (0.608, -2.108, -0.642)  -0.147
H (0.828, -1.094, 1.871)  -0.125

The calculation puts the LUMO energy (spin up / spin down) at -0.531 / -0.533 eV. The net charge is 0. The value obtained for the energy above the lowest of the compared OMol25 structures with the same formula, charge and spin is 176.2 kcal per mole. For the HOMO energy (spin up / spin down), the calculation gives -8.44 / -8.44 eV. The calculation puts the gap between HOMO and LUMO (spin up / spin down) at 7.90 / 7.91 eV. As for the spin multiplicity: 1.



A 2-piece molecular cluster, C4H5BrN2O2S overall in a non-equilibrium geometry. Source: OMol25; level of theory: ωB97M-V with the def2-TZVPD basis set.

Last column: natural (NBO) charge in e.
Element x y z (Å)
C (-0.099, -0.402, -0.115)  -0.130
C (-0.856, -1.305, 0.440)  0.437
C (1.416, -0.520, -0.177)  -0.670
C (0.185, 1.650, -0.811)  -0.189
N (-0.650, 0.744, -0.657)  -0.329
N (-1.309, -2.170, 1.170)  -0.590
O (2.963, 1.603, -0.594)  -0.896
O (1.342, 1.606, 1.366)  -0.915
S (1.719, 1.311, 0.048)  2.131
Br (-3.691, 0.067, -0.217)  -0.146
H (-2.792, -0.136, 0.678)  0.159
H (1.654, -1.348, 0.573)  0.272
H (1.780, -0.668, -1.193)  0.240
H (-0.007, 2.639, -1.276)  0.231
H (-1.655, -3.072, 0.767)  0.396

The calculation puts the LUMO energy at -0.009 eV. The net charge is 0. The value obtained for the energy above the lowest of the compared OMol25 structures with the same formula, charge and spin is 77.3 kcal per mole. For the HOMO energy, the calculation gives -9.08 eV. The calculation puts the gap between HOMO and LUMO at 9.08 eV. As for the spin multiplicity: 1.



An isolated molecule of C3H9NOS in a non-equilibrium geometry. Source: OMol25; level of theory: ωB97M-V with the def2-TZVPD basis set.

Last column: natural (NBO) charge in e.
Element x y z (Å)
C (0.040, 0.398, 0.591)  -0.225
C (-1.435, 0.715, 0.695)  -0.593
S (-1.988, 0.803, 2.311)  0.009
N (0.331, -0.696, -0.381)  -0.662
C (1.435, -0.715, -1.297)  0.113
O (1.991, -1.975, -1.601)  -0.723
H (0.542, 0.259, 1.664)  0.191
H (0.606, 1.265, 0.427)  0.184
H (-1.615, 1.684, 0.224)  0.238
H (-2.043, -0.084, 0.373)  0.227
H (-2.214, 2.148, 2.386)  0.122
H (-0.480, -0.855, -1.050)  0.368
H (2.103, 0.091, -1.067)  0.156
H (0.933, -0.446, -2.355)  0.119
H (1.794, -2.590, -0.919)  0.475

The calculation puts the LUMO energy at 0.796 eV. The net charge is 0. The value obtained for the energy above the lowest of the compared OMol25 structures with the same formula, charge and spin is 57.4 kcal per mole. For the HOMO energy, the calculation gives -8.93 eV. The calculation puts the gap between HOMO and LUMO at 9.73 eV. As for the spin multiplicity: 1.



An isolated molecule of C6H9N in a non-equilibrium geometry. Source: OMol25; level of theory: ωB97M-V with the def2-TZVPD basis set.

Last column: natural (NBO) charge in e.
Element x y z (Å)
C (-0.358, -2.044, 0.365)  -0.645
C (-0.001, -0.585, 0.518)  0.026
C (-0.321, 0.104, 1.610)  -0.410
C (0.528, 1.528, -0.863)  -0.507
C (0.724, 0.021, -0.666)  -0.422
C (-0.874, 1.862, -1.132)  0.289
N (-1.982, 2.100, -1.366)  -0.328
H (0.358, -2.568, -0.277)  0.211
H (-1.343, -2.142, -0.108)  0.228
H (-0.394, -2.558, 1.328)  0.222
H (-0.832, -0.373, 2.442)  0.203
H (-0.106, 1.163, 1.729)  0.192
H (1.129, 1.880, -1.707)  0.252
H (0.861, 2.091, 0.014)  0.245
H (0.405, -0.490, -1.582)  0.218
H (1.800, -0.179, -0.565)  0.227

The calculation puts the LUMO energy at 0.825 eV. The net charge is 0. The value obtained for the energy above the lowest of the compared OMol25 structures with the same formula, charge and spin is 21.2 kcal per mole. For the HOMO energy, the calculation gives -9.65 eV. The calculation puts the gap between HOMO and LUMO at 10.48 eV. As for the spin multiplicity: 1.



An isolated molecule of C2H5NOS in a non-equilibrium geometry. Source: OMol25; level of theory: ωB97M-V with the def2-TZVPD basis set.

Last column: natural (NBO) charge in e.
Element x y z (Å)
C (0.923, 0.602, -0.095)  0.666
C (-0.440, 0.444, 0.598)  -0.684
H (0.481, -1.210, -0.939)  0.410
H (1.887, -0.197, -1.582)  0.411
H (-0.512, 0.543, 1.695)  0.257
H (-0.954, 1.298, 0.402)  0.249
H (-1.018, -1.942, 0.596)  0.124
N (1.145, -0.480, -0.879)  -0.840
O (1.747, 1.389, 0.285)  -0.588
S (-1.548, -0.783, 0.043)  -0.007

The calculation puts the LUMO energy at 0.652 eV. The net charge is 0. The value obtained for the energy above the lowest of the compared OMol25 structures with the same formula, charge and spin is 21.9 kcal per mole. For the HOMO energy, the calculation gives -9.40 eV. The calculation puts the gap between HOMO and LUMO at 10.06 eV. As for the spin multiplicity: 1.



C5H15NS as an isolated structure in a non-equilibrium geometry. Source: OMol25; level of theory: ωB97M-V with the def2-TZVPD basis set.

Last column: natural (NBO) charge in e.
Element x y z (Å)
C (1.922, 2.589, -2.361)  -0.624
C (0.667, 1.867, -1.904)  -0.507
S (1.033, 0.216, -1.196)  -0.232
H (2.324, 2.114, -3.276)  0.208
H (2.712, 2.549, -1.610)  0.212
H (1.776, 3.650, -2.618)  0.210
H (-0.082, 1.734, -2.704)  0.203
H (0.145, 2.445, -1.133)  0.192
C (-0.892, -0.479, 1.352)  -0.244
C (-0.755, -1.949, 1.089)  -0.417
C (0.404, -2.573, 1.863)  -0.602
N (-2.043, 0.087, 0.550)  -0.834
H (-1.183, -0.419, 2.419)  0.177
H (0.023, 0.097, 1.130)  0.234
H (-0.646, -2.105, 0.029)  0.215
H (-1.662, -2.463, 1.381)  0.190
H (1.356, -2.188, 1.391)  0.214
H (0.370, -2.288, 2.916)  0.203
H (0.389, -3.653, 1.769)  0.214
H (-0.655, 0.251, -0.503)  0.230
H (-2.857, -0.512, 0.630)  0.379
H (-2.346, 1.028, 0.787)  0.380

The calculation puts the LUMO energy at 0.732 eV. The net charge is 0. The value obtained for the energy above the lowest of the compared OMol25 structures with the same formula, charge and spin is 40.8 kcal per mole. For the HOMO energy, the calculation gives -8.06 eV. The calculation puts the gap between HOMO and LUMO at 8.79 eV. As for the spin multiplicity: 1.



C5H6ClFS2 as an isolated structure in a non-equilibrium geometry. Source: OMol25; level of theory: ωB97M-V with the def2-TZVPD basis set.

Last column: natural (NBO) charge in e.
Element x y z (Å)
C (-1.961, -0.622, 0.060)  0.293
C (-2.726, -1.506, 0.676)  -0.460
C (0.352, 1.093, -0.148)  -0.343
C (1.613, 0.660, -0.867)  -0.486
C (2.412, 0.348, 0.416)  -0.501
H (-2.906, -1.403, 1.739)  0.231
H (-3.169, -2.327, 0.130)  0.234
H (2.032, 1.464, -1.477)  0.235
H (1.439, -0.205, -1.513)  0.226
H (3.285, 0.981, 0.577)  0.218
H (2.686, -0.696, 0.543)  0.216
F (-1.394, 0.405, 0.688)  -0.324
S (-1.081, 1.614, -0.673)  0.147
S (0.992, 0.832, 1.463)  0.252
Cl (-1.573, -0.639, -1.617)  0.063

The calculation puts the LUMO energy at 0.340 eV. The net charge is 0. For the HOMO energy, the calculation gives -7.09 eV. The calculation puts the gap between HOMO and LUMO at 7.43 eV. As for the spin multiplicity: 1.